{
  "formula": "C29H42As2CoN3O6S2",
  "method": "ωB97M-V with the def2-TZVPD basis set",
  "homo_ev": [-7.623, -7.623],
  "de_lowest_kcal_mol": 56.5,
  "spin_multiplicity": 5,
  "s2": 6.029,
  "species": ["Co", "O", "As", "O", "O", "C", "C", "C", "C", "C", "C", "S", "O", "O", "O", "H", "H", "H", "H", "H", "N", "C", "C", "C", "C", "C", "C", "C", "C", "C", "C", "C", "C", "H", "H", "H", "H", "H", "H", "H", "H", "H", "H", "C", "N", "C", "C", "S", "N", "C", "C", "H", "H", "H", "H", "H", "H", "H", "H", "H", "H", "H", "H", "C", "C", "As", "C", "C", "C", "C", "H", "H", "H", "H", "H", "H", "H", "H", "H", "H", "H", "H", "H", "H", "H"],
  "coordinates": [[-2.368963, -17.584606, -2.976769], [-5.838630, -16.903656, -3.770864], [-4.769507, -17.806568, -2.578579], [-6.116799, -18.336354, -1.536475], [-4.617093, -16.358994, -1.287712], [-5.182065, -19.668348, -3.660649], [-6.284063, -19.719183, -4.522043], [-6.505499, -20.905333, -5.224104], [-5.467472, -21.827821, -5.341534], [-4.401951, -21.790885, -4.486937], [-4.278183, -20.727253, -3.625183], [-3.035793, -20.669355, -2.329533], [-3.841833, -20.300382, -1.087832], [-2.293179, -21.912768, -2.260801], [-2.006677, -19.595982, -2.728914], [-6.566068, -16.555395, -3.171901], [-6.944436, -18.844235, -4.610435], [-7.403878, -21.016353, -5.774654], [-5.655210, -22.583831, -6.045588], [-3.698628, -22.623933, -4.413741], [-0.132225, -17.342607, -2.950538], [0.091759, -16.160852, -3.788541], [1.046078, -16.228841, -4.810391], [1.366770, -15.159916, -5.624466], [0.800347, -13.943163, -5.280405], [-0.204067, -13.804130, -4.299667], [-0.552596, -14.936147, -3.513692], [-1.571993, -14.843902, -2.400948], [-1.545717, -13.690603, -1.540701], [-2.638660, -13.382951, -0.751671], [-3.630651, -14.330667, -0.586054], [-3.634994, -15.496124, -1.361609], [-2.540537, -15.789317, -2.204837], [0.221546, -18.240441, -3.376910], [0.141366, -17.248467, -1.972735], [1.575297, -17.219461, -4.998627], [2.105420, -15.265730, -6.433620], [1.180646, -13.057906, -5.694326], [-0.766322, -12.883393, -4.196623], [-0.704363, -13.029661, -1.588537], [-2.661399, -12.398718, -0.199392], [-4.487593, -14.171325, 0.091598], [-6.083935, -19.289123, -1.190640], [1.591071, -22.616212, 4.765017], [0.971670, -23.088123, 3.508578], [-0.484460, -22.940702, 3.364105], [1.774714, -23.105516, 2.374263], [3.140150, -22.071308, 2.220274], [1.435443, -23.941779, 1.357243], [0.852640, -25.227106, 1.645881], [1.438780, -23.463512, 0.020783], [0.858260, -22.834003, 5.536584], [1.806185, -21.542423, 4.650780], [2.535710, -23.071819, 4.978478], [-0.764258, -21.906358, 3.254390], [-1.035723, -23.330483, 4.221342], [-0.877595, -23.398771, 2.490174], [1.053599, -25.388874, 2.739150], [1.352691, -25.990454, 1.025990], [-0.198173, -25.226821, 1.381662], [1.639019, -22.392511, 0.043679], [0.529181, -23.651650, -0.550193], [2.217040, -23.999891, -0.558750], [5.963145, -19.149529, -5.135943], [4.421734, -19.232853, -5.323081], [3.503149, -20.094145, -3.686742], [2.054444, -21.010720, -4.692348], [0.975589, -21.663642, -3.873784], [4.657694, -21.684890, -3.304746], [4.850871, -22.852905, -4.298350], [6.469083, -18.895064, -6.070942], [6.399820, -20.085542, -4.681925], [6.188968, -18.305941, -4.432404], [4.164001, -19.921898, -6.164052], [4.014609, -18.215459, -5.557423], [2.599592, -21.750774, -5.329852], [1.601311, -20.289974, -5.386167], [1.430703, -22.524503, -3.291929], [0.243867, -22.198834, -4.496067], [0.422188, -20.982779, -3.221682], [4.244071, -22.016829, -2.331763], [5.627789, -21.262808, -2.924696], [3.846463, -23.337750, -4.448075], [5.366028, -23.720401, -3.849465], [5.326001, -22.532485, -5.244396]],
  "atomic_forces_ev_per_a": [[1.85, -1.34, 0.33], [0.02, 0.22, 2.37], [-3.66, -1.45, -0.57], [0.10, -1.16, 0.88], [-1.01, 0.11, 0.32], [0.45, 0.33, -0.98], [0.08, 0.21, 0.83], [1.38, 1.10, -0.02], [-1.76, 0.52, 0.49], [1.06, -0.85, 0.33], [0.03, 1.04, 0.79], [0.08, -0.06, 2.50], [1.94, -0.19, -3.11], [-0.95, 0.41, -0.21], [-1.35, 0.53, 0.03], [1.04, -0.41, -1.09], [0.21, -0.66, 0.17], [-0.62, -0.12, -0.63], [0.26, -1.28, -0.59], [-0.04, 0.36, -0.17], [-0.67, -0.64, -1.37], [1.03, 0.07, 0.29], [0.27, -2.27, -0.37], [0.12, 0.20, 0.59], [-0.91, -0.04, 0.78], [0.45, -1.80, -0.03], [-0.11, -0.14, 0.23], [1.14, 2.21, 0.71], [-0.19, -0.78, -1.78], [0.22, 0.48, 1.13], [-1.43, 0.30, 0.65], [1.28, 0.01, -0.06], [-0.61, -0.05, -0.91], [-0.16, 1.47, 0.82], [0.07, -0.01, -0.36], [-0.79, 1.27, 0.36], [-0.41, 0.16, 0.57], [0.16, 1.09, -1.01], [0.33, 0.04, 0.24], [0.28, 0.36, -0.11], [-0.03, -1.36, -0.55], [0.52, 0.04, -0.47], [0.51, 1.96, -0.97], [-1.22, 0.96, -1.06], [1.04, -0.91, -0.45], [0.50, 0.14, 0.69], [0.82, 1.55, 0.41], [-1.16, -0.88, 0.26], [-0.89, 0.34, 1.12], [0.58, -0.04, 0.62], [1.18, -0.24, -1.46], [0.14, 0.21, 0.30], [-0.27, -0.15, 0.45], [0.38, -0.62, -0.12], [0.06, 0.75, 0.14], [0.30, -0.15, 0.06], [0.03, -0.72, -0.77], [-0.58, -0.32, -1.15], [-0.09, 0.16, 0.32], [-0.44, -0.28, 0.25], [0.10, -0.20, -0.26], [-0.50, -0.04, 0.49], [-0.02, 0.50, 0.09], [-0.25, 0.27, 1.05], [0.10, -0.91, -0.06], [0.17, 0.40, -0.60], [0.74, 0.00, -1.09], [0.28, -1.82, 0.64], [0.90, 0.30, 0.98], [-1.30, -0.33, 0.54], [-0.03, -0.25, 0.04], [-0.43, 0.95, -0.69], [-0.09, -0.76, -0.44], [0.23, 0.62, 0.42], [0.12, -0.93, 0.38], [-0.61, 0.47, 0.36], [0.24, 0.07, 0.09], [-0.51, 1.13, -0.09], [0.04, 0.43, -0.07], [0.17, -0.18, 0.07], [-0.15, -0.22, -0.58], [-0.61, -0.26, -0.71], [0.74, 0.74, -0.52], [0.47, 0.71, -0.09], [-0.36, -0.35, 0.44]],
  "lowdin_spin": [2.706, 0.024, 0.141, 0.032, 0.274, 0.242, 0.025, 0.013, -0.008, 0.011, 0.019, 0.006, 0.002, 0.005, 0.042, -0.001, 0.003, 0.002, 0.000, 0.002, 0.068, 0.002, 0.003, -0.002, 0.003, -0.002, 0.007, 0.020, 0.066, 0.019, 0.043, 0.073, 0.152, 0.001, 0.000, 0.000, 0.000, 0.000, 0.000, 0.004, 0.001, 0.001, 0.000, 0.000, 0.000, 0.000, 0.000, 0.000, 0.000, 0.000, 0.000, 0.000, 0.000, 0.000, 0.000, 0.000, 0.000, 0.000, 0.000, 0.000, 0.000, 0.000, 0.000, 0.000, 0.000, 0.000, 0.000, 0.000, 0.000, 0.000, 0.000, 0.000, 0.000, 0.000, 0.000, 0.000, 0.000, 0.000, 0.000, 0.000, 0.000, 0.000, 0.000, 0.000, 0.000]
}